1.
# C22H49ClNO11P2S

A cluster of 3 separate species, C22H49ClNO11P2S in total at a distorted geometry (the ωB97M-V functional and the def2-TZVPD basis, the Open Molecules 2025 dataset).

```
87
Properties=species:S:1:pos:R:3:forces:R:3
O 1.831 -5.847 2.120 -0.474 -0.231 -0.539
S 1.182 -4.588 2.285 2.067 -1.075 0.363
O 1.368 -3.990 3.569 -1.043 0.717 -0.093
Cl -0.808 -4.928 1.858 -0.029 0.244 0.158
C 1.756 -3.513 0.951 0.109 0.820 0.257
C 2.300 -2.147 1.419 -0.760 0.935 -0.728
C 1.229 -1.038 1.192 0.055 -1.042 0.718
C 0.002 -1.457 2.037 1.161 1.511 -0.057
C -0.930 -0.285 2.396 -2.234 -1.012 -1.447
C -1.625 -0.553 3.742 1.218 -1.343 1.448
N -3.036 -0.888 3.478 0.907 1.002 -0.629
C -3.298 -0.820 2.225 -1.355 0.315 -0.448
C -4.633 -1.161 1.670 -0.251 -0.554 0.453
C -4.593 -2.632 1.192 0.723 0.028 -0.589
O -4.596 -2.636 -0.226 -0.053 -0.123 0.253
C -2.165 -0.366 1.400 0.386 0.373 0.331
H 2.557 -4.066 0.467 -0.233 -0.405 0.066
H 0.922 -3.359 0.269 0.084 -0.252 -0.157
H 3.165 -1.899 0.805 0.140 -0.187 0.129
H 2.585 -2.112 2.469 0.158 -0.327 -0.029
H 0.982 -0.978 0.130 0.036 0.218 0.005
H 1.613 -0.083 1.552 0.044 0.047 -0.171
H -0.542 -2.221 1.486 -0.197 -0.127 0.363
H 0.419 -1.867 2.957 -0.227 -0.166 0.020
H -0.569 0.726 2.239 0.702 -0.146 0.590
H -1.220 -1.488 4.149 0.143 0.051 -0.075
H -1.435 0.122 4.575 -0.637 0.606 -0.356
H -3.703 -1.153 4.191 -0.014 0.006 0.034
H -5.411 -1.085 2.431 0.105 0.225 0.086
H -4.886 -0.487 0.855 0.029 -0.156 -0.143
H -3.648 -3.093 1.514 -0.131 -0.040 0.284
H -5.405 -3.225 1.616 -0.159 0.193 -0.033
H -4.319 -3.521 -0.492 -0.104 0.085 -0.292
H -2.046 -1.025 0.536 0.129 -0.073 0.076
H -2.405 0.608 0.962 -0.219 -0.015 0.092
O -2.019 -0.542 -4.297 -1.285 2.548 0.514
P -2.970 -0.688 -5.416 1.600 -4.768 -2.466
O -3.935 -1.943 -5.059 -0.073 0.563 -0.003
C -4.558 -1.973 -3.776 -0.157 -0.001 0.409
C -5.757 -1.044 -3.692 -0.062 -0.046 -0.129
O -2.053 -1.339 -6.592 -0.288 0.252 0.035
C -0.626 -1.281 -6.548 0.247 -0.203 0.088
C -0.047 -2.581 -6.025 -0.061 -0.170 -0.068
O -3.896 0.120 -6.415 0.183 1.514 1.778
C -4.541 -0.519 -7.540 -0.526 -0.039 -0.602
C -5.998 -0.818 -7.264 -0.018 -0.152 0.313
H -3.829 -1.721 -3.002 0.084 0.032 -0.099
H -4.874 -3.002 -3.602 0.048 -0.032 -0.146
H -5.503 -0.036 -4.028 0.036 0.017 0.105
H -6.124 -0.990 -2.666 0.038 -0.010 0.010
H -6.570 -1.400 -4.324 -0.004 0.013 -0.003
H -0.291 -0.434 -5.952 -0.110 -0.019 0.105
H -0.286 -1.110 -7.570 -0.125 0.007 -0.038
H -0.563 -2.907 -5.122 0.027 0.161 0.080
H 1.015 -2.470 -5.803 0.003 0.007 -0.031
H -0.163 -3.374 -6.765 0.018 0.001 0.000
H -4.014 -1.418 -7.849 0.206 0.023 0.228
H -4.466 0.196 -8.358 0.141 0.128 0.138
H -6.109 -1.716 -6.658 0.040 0.009 0.023
H -6.524 -0.990 -8.204 0.042 0.072 -0.031
H -6.476 0.006 -6.734 -0.008 0.077 -0.133
O 3.394 3.108 1.999 -0.848 2.497 -1.055
P 4.208 3.896 2.946 2.172 -3.799 3.299
O 5.759 3.557 2.660 -0.343 0.445 -0.119
C 6.257 3.647 1.318 0.139 0.021 -0.426
C 6.508 5.082 0.891 0.064 0.041 0.178
O 3.980 3.091 4.355 0.037 0.388 -0.117
C 2.897 2.186 4.505 -0.017 -0.294 -0.035
C 3.357 0.756 4.292 0.086 -0.170 0.073
O 4.326 5.313 3.637 -1.214 0.518 -1.875
C 5.231 5.550 4.740 0.427 0.475 0.497
C 6.497 6.248 4.293 0.118 -0.166 -0.278
H 5.563 3.161 0.629 -0.113 -0.019 0.135
H 7.186 3.080 1.293 -0.021 -0.027 0.151
H 5.631 5.709 1.069 -0.037 -0.036 -0.114
H 6.758 5.124 -0.169 -0.031 -0.028 -0.006
H 7.335 5.515 1.452 -0.001 0.007 -0.005
H 2.083 2.440 3.825 0.079 0.017 -0.100
H 2.516 2.305 5.522 0.100 0.074 0.028
H 3.970 0.657 3.397 -0.131 0.142 -0.111
H 2.497 0.085 4.201 0.012 -0.020 0.067
H 3.967 0.423 5.132 -0.035 -0.031 0.012
H 5.465 4.634 5.274 -0.164 -0.176 -0.197
H 4.685 6.194 5.428 -0.193 -0.034 -0.137
H 7.194 5.547 3.837 -0.036 -0.025 -0.020
H 6.996 6.693 5.154 -0.080 0.029 0.025
H 6.280 7.028 3.563 -0.046 0.089 0.112
```
Forces are in eV/Å.

Total charge: +1
Calculated total energy, eV: -89553.107
Gap between HOMO and LUMO, eV: 8.43
Spin multiplicity: 1

Mulliken atomic charge list, values in e, 2 entries: -0.58, 1.17

---

2.
# C22H49N2OOsP3S

A structure of composition C22H49N2OOsP3S at a distorted geometry (the ωB97M-V functional and the def2-TZVPD basis, the Open Molecules 2025 dataset).

```
79
Properties=species:S:1:pos:R:3:forces:R:3
Os -0.494 0.182 0.007 0.688 -1.146 -0.333
P -0.938 1.509 1.779 -1.236 2.389 2.666
P -2.686 -0.659 -0.159 -2.456 -1.392 0.487
P 1.731 1.194 -0.108 0.872 0.890 -0.386
H -2.479 -0.130 -6.875 0.490 -0.198 -0.065
C -1.381 -0.201 -6.819 -1.679 2.952 -1.325
C -0.695 -1.273 -6.399 2.096 -2.838 0.985
H -1.137 -2.153 -5.910 0.138 0.448 -0.100
C -1.448 3.163 1.175 -0.143 0.109 -0.504
C -2.315 1.140 2.938 -0.156 -0.369 -0.102
C 0.260 2.054 3.067 0.543 -0.451 0.067
C -2.877 -1.778 -1.594 0.347 0.136 -0.179
C -3.321 -1.775 1.173 0.321 0.068 0.153
C -4.063 0.529 -0.346 0.307 0.092 -0.144
C 2.778 0.416 -1.388 -0.185 -0.250 -0.312
C 2.892 1.305 1.311 0.002 -0.127 0.337
C 1.634 2.934 -0.687 0.101 -0.073 -0.097
H -0.793 0.657 -7.173 -0.491 -0.100 0.190
H 0.390 -1.275 -6.588 -0.630 -0.462 -0.213
H -2.179 3.560 1.892 0.208 -0.021 -0.187
H -1.905 3.129 0.178 0.052 0.076 0.313
H -0.579 3.828 1.148 -0.236 -0.108 -0.040
H -2.401 1.951 3.684 0.154 -0.322 -0.475
H -2.095 0.208 3.470 -0.171 0.133 -0.041
H -3.278 1.052 2.424 0.225 -0.071 0.147
H 0.971 2.791 2.676 -0.137 -0.277 0.070
H 0.799 1.179 3.457 -0.016 0.417 -0.111
H -0.265 2.523 3.923 0.041 -0.246 -0.645
H -3.812 -2.351 -1.539 0.232 0.292 0.101
H -2.026 -2.469 -1.607 -0.254 0.026 -0.041
H -2.866 -1.197 -2.523 -0.036 -0.132 0.124
H -4.182 -2.335 0.776 0.264 0.256 0.094
H -3.652 -1.221 2.064 0.156 -0.133 -0.352
H -2.536 -2.490 1.466 -0.375 0.220 -0.186
H -5.002 0.000 -0.561 0.285 0.042 0.103
H -3.834 1.196 -1.184 -0.161 -0.001 0.115
H -4.197 1.131 0.558 0.001 -0.080 -0.220
H 3.841 0.481 -1.119 -0.308 0.038 -0.119
H 2.625 0.923 -2.349 0.081 -0.072 0.264
H 2.498 -0.635 -1.512 0.181 0.105 -0.013
H 3.910 1.179 0.919 -0.241 0.143 0.079
H 2.734 0.525 2.068 -0.041 0.322 -0.253
H 2.824 2.293 1.785 0.035 -0.333 -0.143
H 2.606 3.208 -1.127 -0.273 0.008 0.225
H 1.403 3.623 0.134 0.074 -0.188 -0.230
H 0.862 3.022 -1.462 0.163 0.051 0.179
C -0.004 -0.036 -3.045 -0.421 -0.594 1.910
C -0.441 1.270 -3.412 0.254 0.674 -0.048
C 0.265 1.950 -4.391 -0.608 0.208 0.240
C 1.346 1.350 -5.051 0.287 -0.189 -0.190
C 1.630 -0.017 -4.826 -0.274 -0.291 -0.529
C 0.937 -0.707 -3.862 0.186 -0.448 -0.369
O -0.323 -0.642 -1.922 1.274 0.478 -2.018
H -1.428 0.979 -1.085 0.205 0.404 0.975
H -1.260 1.757 -2.874 0.286 -0.175 -0.293
H -0.034 2.960 -4.665 0.123 -0.106 0.133
H 1.968 1.912 -5.752 -0.313 -0.081 0.133
H 2.334 -0.544 -5.470 0.221 0.236 0.367
H 1.137 -1.740 -3.610 0.152 -0.085 -0.107
C 3.075 -2.119 1.265 0.651 0.494 -0.472
N 2.438 -1.794 2.536 -1.869 -0.701 -0.355
C 3.195 -2.154 3.749 0.360 0.022 0.725
C 1.083 -1.850 2.503 0.997 0.399 2.241
S 0.244 -1.961 0.977 -0.676 0.194 -0.875
N 0.369 -1.889 3.654 0.346 0.586 -1.046
C 0.663 -1.076 4.834 0.449 -0.019 0.809
C -0.924 -2.546 3.724 -0.507 -0.258 -0.451
H 4.149 -2.114 1.417 0.059 -0.050 -0.080
H 2.841 -1.353 0.520 0.082 -0.287 0.119
H 2.762 -3.100 0.901 0.088 0.045 0.031
H 3.219 -1.320 4.471 0.003 -0.496 -0.355
H 2.794 -3.064 4.243 0.077 0.547 -0.381
H 4.230 -2.345 3.443 -0.349 -0.008 0.140
H 1.464 -0.356 4.653 -0.130 -0.267 0.002
H -0.232 -0.501 5.128 0.200 -0.358 -0.237
H 0.942 -1.732 5.676 -0.079 0.363 -0.223
H -1.055 -2.938 4.735 0.039 -0.019 -0.172
H -0.956 -3.361 2.996 -0.047 -0.019 0.315
H -1.748 -1.862 3.498 0.102 -0.017 0.177
```
Forces are in eV/Å.

Total charge: +4
Calculated total energy, eV: -69762.965
Expectation value of S²: 6.047
Energy relative to the best compared isomer or geometry (same formula, charge and spin), kcal per mole: 47.8
Gap between HOMO and LUMO (spin up / spin down), eV: 8.34 / 3.87
Spin multiplicity: 5

Mulliken atomic charge list, values in e, 2 entries: 2.00, 0.93